(1)
15
Properties=species:S:1:pos:R:3 method="wB97M-V/def2-TZVPD" total_charge=0 smiles=O.O.O.O.O lumo_energy_ev=-0.12 homo_energy_ha=-0.3973 gap_ev=10.7 spin_multiplicity=1
O -0.552 -0.201 -0.498
H -0.124 -0.073 0.357
H -0.002 -0.852 -0.949
O 2.757 1.478 0.084
H 2.351 0.913 -0.594
H 3.419 0.919 0.499
O 2.396 -1.062 -1.199
H 2.216 -1.377 -2.094
H 2.955 -1.745 -0.809
O -2.391 -0.307 3.122
H -1.742 -0.882 2.703
H -2.887 0.077 2.390
O -2.789 1.300 -1.295
H -2.130 0.607 -1.086
H -3.478 1.205 -0.631

(2)
15
Properties=species:S:1:pos:R:3 method="wB97M-V/def2-TZVPD" total_charge=0 smiles=O.O.O.O.O lumo_energy_ev=0.30 homo_energy_ha=-0.3927 gap_ev=11.0 spin_multiplicity=1
O -1.504 -0.617 -0.988
H -0.680 -1.034 -0.712
H -2.183 -1.094 -0.498
O 3.133 -0.219 0.827
H 3.163 -1.181 0.774
H 3.084 -0.038 1.773
O 0.167 1.959 -0.206
H 0.797 2.610 -0.534
H -0.364 1.736 -0.979
O -3.270 0.097 1.188
H -3.390 -0.798 0.850
H -2.589 0.474 0.619
O 0.992 -0.374 -0.500
H 0.971 -1.337 -0.457
H 1.672 -0.183 -1.156

Energies relative to the minimum, kJ/mol: (1) 0.0; (2) 103.4

(1)
11
Properties=species:S:1:pos:R:3 method="wB97M-V/def2-TZVPD" total_charge=-1 lumo_energy_ev=3.95 homo_energy_ha=-0.1422 gap_ev=7.8 spin_multiplicity=1
S -0.209 -0.166 0.688
H -1.399 -0.007 1.249
H -0.733 0.593 -2.548
H -0.196 1.115 -1.275
O -0.342 1.399 -2.191
H 2.568 0.724 2.738
H 1.079 0.732 2.250
O 1.658 0.855 3.017
H -0.414 -1.593 -1.230
H -1.748 -1.732 -1.951
O -0.812 -1.901 -2.064

(2)
11
Properties=species:S:1:pos:R:3 method="wB97M-V/def2-TZVPD" total_charge=-1 lumo_energy_ev=3.81 homo_energy_ha=-0.1153 gap_ev=7.0 spin_multiplicity=1
S -0.554 0.165 2.182
H -1.118 1.406 2.282
H 1.315 -2.236 -0.212
H 0.202 -2.205 -1.208
O 0.781 -2.816 -0.763
H -3.267 -0.348 -0.731
H -2.011 -0.704 -0.040
O -2.361 -0.620 -0.924
H 2.645 1.920 -0.718
H 1.840 2.679 0.405
O 2.528 2.761 -0.274

Energies relative to the minimum, kJ/mol: (1) 0.0; (2) 67.8

(1)
11
Properties=species:S:1:pos:R:3 method="wB97M-V/def2-TZVPD" total_charge=-1 lumo_energy_ev=3.94 homo_energy_ha=-0.1464 gap_ev=7.9 spin_multiplicity=1
S 0.318 -0.569 0.185
H -0.574 -1.316 -0.458
H -0.477 1.846 0.529
H -1.811 2.381 0.925
O -0.953 2.710 0.576
H 1.064 -2.204 1.217
H 0.288 -3.375 1.690
O 1.180 -3.000 1.828
H -0.325 1.649 -2.057
H 0.686 0.493 -1.995
O 0.606 1.386 -2.440

(2)
11
Properties=species:S:1:pos:R:3 method="wB97M-V/def2-TZVPD" total_charge=-1 lumo_energy_ev=3.66 homo_energy_ha=-0.1115 gap_ev=6.7 spin_multiplicity=1
S 0.266 1.556 -2.150
H 0.559 0.868 -1.033
H -1.126 -1.142 1.447
H -2.027 -1.431 0.204
O -1.228 -1.689 0.668
H -1.275 2.025 0.591
H 0.211 2.071 0.981
O -0.656 1.820 1.298
H 1.446 -2.039 -0.613
H 1.683 -0.613 -0.816
O 2.147 -1.427 -0.577

Energies relative to the minimum, kJ/mol: (1) 0.0; (2) 51.3

(1)
21
Properties=species:S:1:pos:R:3 method="wB97M-V/def2-TZVPD" total_charge=0 smiles="CC/C(C)=C/C(O)(O)O" lumo_energy_ev=0.77 homo_energy_ha=-0.3373 gap_ev=9.9 spin_multiplicity=1
C -2.750 -0.357 -0.056
C -1.558 -1.299 0.083
C -0.164 -0.691 0.036
C 0.937 -1.722 0.044
C 0.072 0.640 -0.005
C 1.341 1.417 -0.024
O 2.510 0.668 0.034
O 1.407 2.199 -1.178
O 1.383 2.298 1.058
H -2.788 0.366 0.764
H -2.716 0.187 -1.006
H -3.683 -0.931 -0.035
H -1.661 -1.844 1.030
H -1.636 -2.042 -0.722
H 1.716 -1.492 -0.687
H 0.554 -2.712 -0.229
H 1.377 -1.802 1.043
H -0.784 1.311 -0.012
H 2.835 0.896 0.921
H 2.130 1.759 -1.658
H 1.478 3.151 0.600

(2)
21
Properties=species:S:1:pos:R:3 method="wB97M-V/def2-TZVPD" total_charge=0 smiles="O=CC(=O)O.CC(C)C" lumo_energy_ev=-0.05 homo_energy_ha=-0.3729 gap_ev=10.1 spin_multiplicity=1
O -2.562 -0.571 -0.301
C -1.609 -1.243 -0.571
C -0.874 -1.146 -2.017
O -1.052 -0.269 -2.812
O -0.109 -2.223 -2.236
H -1.347 -2.196 -0.085
H 0.313 -2.168 -3.111
C -0.663 0.805 1.650
C 0.363 0.401 0.601
C 1.658 -0.076 1.251
C 0.612 1.539 -0.383
H -0.813 0.013 2.381
H -1.617 1.050 1.187
H -0.325 1.695 2.179
H 0.044 -0.489 -0.091
H 2.375 -0.401 0.499
H 2.102 0.735 1.827
H 1.472 -0.904 1.933
H -0.300 1.754 -0.937
H 0.955 2.428 0.146
H 1.377 1.267 -1.109

(3)
21
Properties=species:S:1:pos:R:3 method="wB97M-V/def2-TZVPD" total_charge=0 smiles="C=C(OC)[C@](C)(O)OC" lumo_energy_ev=0.87 homo_energy_ha=-0.3400 gap_ev=10.1 spin_multiplicity=1
C 0.372 -1.163 1.552
C 0.533 -0.361 0.517
O 1.833 0.201 0.133
C 2.985 -0.506 0.505
C -0.424 0.461 -0.285
C -0.171 0.435 -1.782
O -0.509 1.779 0.140
O -1.653 -0.352 0.056
C -2.885 0.251 -0.263
H -0.622 -1.417 1.870
H 1.201 -1.617 2.067
H 3.108 -0.522 1.594
H 2.970 -1.538 0.132
H 3.835 0.023 0.070
H 0.831 0.811 -1.967
H -0.910 1.063 -2.274
H -0.247 -0.584 -2.151
H -0.543 1.799 1.105
H -3.024 0.387 -1.342
H -3.696 -0.380 0.103
H -2.986 1.230 0.218

Energies relative to the minimum, kJ/mol: (1) 0.0; (2) 32.9; (3) 134.5

(1)
15
Properties=species:S:1:pos:R:3 method="wB97M-V/def2-TZVPD" total_charge=0 smiles=[PH2]#[PH]Pn1cccn1 lumo_energy_ev=0.04 homo_energy_ha=-0.3184 gap_ev=8.7 spin_multiplicity=1
P 2.671 -1.240 0.055
P 2.850 0.913 -0.205
P 0.713 1.770 -0.193
N -0.739 0.684 0.104
C -0.917 -0.568 -0.464
C -2.208 -0.939 -0.348
C -2.757 0.182 0.342
N -1.888 1.161 0.567
H 3.835 -1.265 0.686
H 1.644 -1.369 1.093
H 2.595 0.894 -1.668
H 0.812 2.434 1.156
H -0.147 -1.172 -0.970
H -2.666 -1.885 -0.660
H -3.797 0.398 0.504

(2)
15
Properties=species:S:1:pos:R:3 method="wB97M-V/def2-TZVPD" total_charge=0 lumo_energy_ev="-2.65 / -2.68" homo_energy_ha="-0.2977 / -0.2975" gap_ev="5.5 / 5.4" spin_multiplicity=1
C -0.219 0.171 -3.837
C -0.027 -0.806 -2.881
C 0.795 1.068 -2.108
N 0.401 1.344 -3.358
N 0.669 -0.249 -1.862
P 0.323 -0.185 3.502
P 0.414 -1.608 0.453
P 0.728 0.352 1.393
H -0.702 0.034 -4.792
H -0.309 -1.803 -2.900
H 1.222 1.777 -1.501
H -0.744 -1.009 3.275
H -0.702 0.838 3.755
H -0.812 -1.162 0.021
H 2.155 0.003 1.429

Energies relative to the minimum, kJ/mol: (1) 0.0; (2) 171.4

(1)
13
Properties=species:S:1:pos:R:3 method="wB97M-V/def2-TZVPD" total_charge=0 smiles=CN.CS lumo_energy_ev=0.81 homo_energy_ha=-0.3358 gap_ev=9.9 spin_multiplicity=1
C -2.160 0.666 1.033
N -3.065 0.106 -0.024
H -2.205 1.751 0.976
H -2.576 0.369 1.992
H -1.136 0.349 0.856
H -3.816 -0.377 0.451
H -2.621 -0.612 -0.574
C 1.920 -1.183 0.278
S 1.636 0.269 -0.761
H 2.136 -0.869 1.299
H 1.032 -1.802 0.329
H 2.757 -1.783 -0.063
H 2.922 0.705 -0.708

(2)
13
Properties=species:S:1:pos:R:3 method="wB97M-V/def2-TZVPD" total_charge=0 lumo_energy_ev=0.77 homo_energy_ha=-0.3203 gap_ev=9.5 spin_multiplicity=1
N -1.468 -3.597 -1.004
H -2.093 -4.300 -0.742
H 0.200 -5.929 -5.525
H -1.664 -2.765 -0.465
H -1.493 -3.260 -2.016
C 1.287 1.753 1.392
C 1.159 0.764 0.343
S -0.319 1.653 0.459
H -0.138 -5.204 -5.619
H 1.880 2.648 1.213
H 1.072 1.757 2.534
H 1.817 0.974 -0.528
H 1.117 -0.296 0.421

Energies relative to the minimum, kJ/mol: (1) 0.0; (2) 161.3